Here is C5H7N in the gas phase in a non-equilibrium geometry from OMol25. Energies are from ωB97M-V/def2-TZVPD.

- SMILES string: C1[C@H]2[C@@H]1N1C[C@@H]21
- HOMO-LUMO gap: 10.059 eV
- Multiplicity: 1
- F_max: 0.0387 Eh/bohr
- Total energy: -249.315289 a.u.

Structure (XYZ):
```
13
Properties=species:S:1:pos:R:3:lowdin_charge:R:1
N 1.049 -0.089 -0.719 -0.0145
C 0.470 -1.148 0.125 -0.1990
C -0.953 -0.542 -0.119 -0.1428
C 1.391 -0.175 0.735 -0.0936
C -1.034 0.926 0.223 -0.0799
C -0.274 0.488 -0.972 -0.2506
H 1.024 0.445 1.549 0.0950
H -1.812 -1.145 -0.387 0.1217
H -0.410 0.846 -1.985 0.1338
H -0.561 1.357 1.103 0.0901
H 0.639 -2.214 -0.015 0.1273
H 2.443 -0.143 0.509 0.1060
H -1.972 1.397 -0.048 0.1064
```